Molecular formula: C4H8INS
Method: DFT, ωB97M-V with the def2-TZVPD basis set

**ΔE to the lowest compared entry with this formula, charge and spin**: 7.64 kcal per mole
**Kohn-Sham gap**: 8.54 eV
**Largest force on an atom**: 4.07 eV/Å
**SMILES**: CC(C)(I)NC=S
**HOMO energy**: -8.673 eV

Positions of all 15 atoms, in Å:
1 C 1.377 -0.303 0.058
2 C -0.007 -0.485 -0.478
3 C -1.356 -0.583 0.740
4 I -0.133 -2.424 -1.573
5 N -0.478 0.564 -1.295
6 C 0.186 1.502 -1.985
7 S -0.604 2.662 -2.814
8 H 2.094 -0.350 -0.763
9 H 1.626 -1.086 0.769
10 H 1.467 0.669 0.541
11 H -1.134 -1.415 1.397
12 H -2.270 -0.735 0.192
13 H -1.321 0.359 1.274
14 H -1.486 0.622 -1.410
15 H 1.267 1.474 -1.950

***

Molecular formula: C4H8IP
Method: DFT, ωB97M-V with the def2-TZVPD basis set

**ΔE to the lowest compared entry with this formula, charge and spin**: 45.44 kcal per mole
**Kohn-Sham gap**: 9.64 eV
**Largest force on an atom**: 3.04 eV/Å
**SMILES**: C=CI.C=CP
**HOMO energy**: -9.037 eV

Positions of all 14 atoms, in Å:
1 C 1.293 1.552 -0.543
2 C 2.131 0.682 -0.031
3 I 3.278 -0.595 -1.289
4 H 0.774 2.047 0.216
5 H 1.102 1.638 -1.586
6 H 2.172 0.164 0.982
7 C -0.620 -1.751 -0.052
8 C -1.077 -0.460 -0.174
9 P -1.631 0.673 1.097
10 H -0.436 -2.175 0.946
11 H -0.466 -2.400 -0.898
12 H -1.429 -0.067 -1.125
13 H -2.273 -0.222 1.950
14 H -2.817 0.915 0.508